(1)
Entry from the Open Molecules 2025 dataset: C18H4B4Br2O34V as an isolated structure in a non-equilibrium geometry (ωB97M-V/def2-TZVPD).

Cartesian coordinates (Å):
O (-3.560345, 1.165873, 1.955537)
V (-3.077865, 0.010593, 1.032087)
O (-3.833515, -1.382327, 1.107787)
O (-6.246175, 7.094933, -6.573643)
C (-5.684625, 5.982443, -6.414953)
O (-4.855915, 5.621653, -5.432203)
B (-4.558045, 4.167383, -5.528373)
O (-5.287495, 3.710293, -6.681063)
C (-6.026625, 4.684893, -7.176593)
O (-6.867235, 4.651653, -8.128043)
O (-4.996235, 3.483823, -4.272993)
C (-3.891055, 2.936143, -3.734683)
O (-3.814485, 2.309543, -2.625183)
C (-2.722005, 3.128613, -4.772433)
O (-3.121145, 3.893173, -5.714353)
O (-1.567375, 2.694203, -4.638863)
O (5.568035, -3.840837, 5.267197)
C (4.320405, -3.949747, 5.397687)
O (3.391495, -2.939627, 5.446257)
B (2.105415, -3.533327, 5.376967)
O (2.217535, -4.973207, 5.285917)
C (3.513415, -5.273607, 5.306967)
O (4.047075, -6.406067, 5.160257)
O (1.329905, -3.046957, 4.226917)
C (0.330435, -2.180957, 4.573867)
O (-0.468675, -1.531667, 3.920907)
C (0.207405, -2.301987, 6.137287)
O (1.272845, -3.052567, 6.515687)
O (-0.617715, -1.772477, 6.916157)
O (2.038865, -2.100577, -2.770383)
C (1.772985, -3.175047, -2.137093)
O (2.391275, -4.303627, -2.122233)
B (1.901085, -5.208957, -1.085053)
O (0.669265, -4.466157, -0.561833)
C (0.683465, -3.285697, -1.094683)
O (-0.150845, -2.403447, -0.791463)
O (1.543475, -6.507017, -1.571163)
C (2.300695, -7.441437, -0.961773)
O (2.363865, -8.668217, -1.193383)
C (3.192085, -6.642647, 0.097517)
O (3.017065, -5.408497, -0.056453)
O (4.018875, -7.101957, 0.872787)
O (6.320605, -2.197987, 1.591807)
C (5.865775, -1.041807, 1.458907)
O (4.864245, -0.609687, 0.669477)
B (4.459805, 0.752183, 1.085067)
O (5.469365, 1.189003, 2.093837)
C (6.299345, 0.182603, 2.305127)
O (7.240895, 0.155333, 3.056997)
O (3.051145, 0.819813, 1.606207)
C (2.249415, 1.482013, 0.798537)
O (0.983605, 1.655983, 0.846237)
C (3.208805, 2.001543, -0.350083)
O (4.449255, 1.661563, -0.119573)
O (2.789235, 2.557483, -1.385383)
Br (-2.771015, 5.807233, -0.012443)
C (-4.483305, 6.531273, -0.630353)
C (-5.561615, 5.669613, 0.028267)
Br (-7.404555, 6.242343, -0.532533)
H (-4.416025, 6.610073, -1.715423)
H (-4.601435, 7.548803, -0.257833)
H (-5.468635, 5.727233, 1.112767)
H (-5.394485, 4.618843, -0.208493)

Atoms 1-6, force components in eV/Å:
O -0.7 -1.4 -0.1
V 1.5 -1.4 -0.8
O 0.2 2.7 0.7
O 2.3 -3.7 0.5
C -2.1 2.6 0.7
O -0.2 0.5 -0.6

For the total energy, the calculation gives -256842.9440 eV. The value obtained for the orbital gap is 3.40 eV. For the relative energy (zero: lowest compared OMol25 entry of this formula, charge and spin), the calculation gives 97.1 kcal per mole. As for the total charge: -3. The value obtained for the maximum force is 0.10977 Eh/bohr.


(2)
Entry from the Open Molecules 2025 dataset: a 7-piece molecular cluster, C18H50F6N2O11P overall in a non-equilibrium geometry (ωB97M-V/def2-TZVPD).

Cartesian coordinates (Å):
P (0.707650, -19.235950, 3.757080)
F (2.193390, -18.898850, 4.195840)
F (1.318430, -20.105410, 2.511970)
F (0.674100, -20.547140, 4.611360)
F (-0.881420, -19.376750, 3.170120)
F (0.218410, -18.380030, 5.114660)
F (0.825410, -17.860610, 2.943450)
C (1.202940, -26.005970, 7.170510)
O (2.376210, -26.819980, 7.362390)
C (2.551720, -27.896300, 6.525740)
C (2.523410, -27.531830, 5.034660)
N (3.494150, -26.485900, 4.592620)
C (3.416840, -25.835250, 3.289350)
C (3.910110, -26.711130, 2.147210)
O (3.023110, -27.625620, 1.536270)
C (1.895820, -26.927620, 0.865690)
H (0.870790, -25.736790, 6.167850)
H (1.489940, -25.037340, 7.579750)
H (0.448040, -26.506490, 7.776890)
H (1.825150, -28.673670, 6.762160)
H (3.540660, -28.347030, 6.609140)
H (1.494750, -27.335430, 4.732360)
H (2.787480, -28.483200, 4.572870)
H (3.415680, -25.810800, 5.339740)
H (4.040840, -24.941560, 3.296240)
H (2.357560, -25.629440, 3.135490)
H (4.672080, -27.390390, 2.529450)
H (4.405980, -26.134220, 1.366580)
H (2.160550, -26.480090, -0.092300)
H (1.383650, -26.147770, 1.429260)
H (1.191160, -27.650590, 0.454740)
C (5.648350, -13.631860, 1.019570)
O (4.831990, -12.767740, 0.229840)
C (3.711970, -13.425450, -0.420700)
C (2.703060, -12.408040, -1.044510)
N (1.808910, -11.836490, -0.023250)
C (0.861840, -11.030110, -0.819600)
C (-0.035460, -10.460190, 0.209510)
O (-0.863470, -9.557930, -0.552190)
C (-1.901740, -9.015690, 0.287520)
H (5.129880, -14.492400, 1.442350)
H (5.941770, -13.025900, 1.876790)
H (6.475440, -13.923000, 0.372060)
H (3.153530, -14.018390, 0.303640)
H (3.985890, -14.181750, -1.156280)
H (2.120980, -12.859710, -1.847790)
H (3.260330, -11.581250, -1.484940)
H (1.439520, -12.628250, 0.483490)
H (0.212600, -11.608980, -1.476490)
H (1.312450, -10.281630, -1.471390)
H (0.499280, -9.936270, 1.001760)
H (-0.735760, -11.219010, 0.558610)
H (-2.769000, -9.655740, 0.449650)
H (-2.397020, -8.219770, -0.268620)
H (-1.674860, -8.633360, 1.282730)
C (-0.035750, -19.386760, -3.396990)
C (-1.051060, -18.247500, -3.884360)
O (-1.473180, -17.285430, -2.916140)
O (1.168550, -18.769200, -2.883510)
H (0.156900, -20.086650, -4.210100)
H (-0.636180, -19.947100, -2.680340)
H (-1.889480, -18.708700, -4.406330)
H (-0.505050, -17.723510, -4.668830)
H (-0.607130, -17.183820, -2.514620)
H (1.453830, -19.405020, -2.223250)
C (-5.262250, -16.142630, 7.551000)
C (-5.595300, -15.310660, 6.301870)
O (-5.319190, -13.954910, 6.598130)
O (-4.546490, -17.383880, 7.203980)
H (-6.234860, -16.342350, 8.000710)
H (-4.687210, -15.660610, 8.341620)
H (-6.644440, -15.343660, 6.008050)
H (-5.000670, -15.585630, 5.430720)
H (-4.366360, -13.837960, 6.592230)
H (-3.702740, -17.272870, 6.759730)
C (0.855580, -12.726860, 8.418150)
C (1.157380, -12.452880, 6.933440)
O (1.753540, -11.255660, 6.515880)
O (-0.105490, -11.850890, 8.957000)
H (1.781310, -12.545680, 8.964320)
H (0.557340, -13.756130, 8.617570)
H (0.256520, -12.520700, 6.323550)
H (1.847680, -13.239270, 6.628200)
H (1.957590, -11.338890, 5.581510)
H (0.013040, -11.005960, 8.516940)
O (4.790190, -20.676480, 7.953460)
H (4.416090, -20.393840, 7.118960)
H (5.463290, -20.024270, 8.147880)

Atoms 1-6, force components in eV/Å:
P -0.7 1.8 -0.5
F 1.9 -0.6 1.0
F -0.8 0.3 -0.2
F -0.7 -1.1 0.5
F 1.9 -0.3 1.1
F -0.6 -0.6 -1.0

For the total energy, the calculation gives -70574.2352 eV. The value obtained for the orbital gap is 8.96 eV. For the relative energy (zero: lowest compared OMol25 entry of this formula, charge and spin), the calculation gives 109.5 kcal per mole. As for the total charge: -1. The value obtained for the maximum force is 0.06103 Eh/bohr.


(3)
Entry from the Open Molecules 2025 dataset: a 3-piece molecular cluster, C18H50FIN6O2P2Si overall in a non-equilibrium geometry (ωB97M-V/def2-TZVPD).

Cartesian coordinates (Å):
C (5.265653, -5.210118, -5.565246)
C (4.144968, -4.483349, -4.795623)
F (2.950316, -5.178007, -5.009159)
C (3.982544, -3.001173, -5.232333)
Si (2.371168, -2.660156, -6.170562)
C (0.929690, -2.098673, -5.064342)
C (-0.134594, -3.172109, -4.686148)
C (-0.389473, -4.261858, -5.746573)
I (0.457521, -4.158473, -2.844474)
H (6.007694, -4.504747, -5.940707)
H (5.753343, -5.911598, -4.885431)
H (4.825727, -5.745189, -6.409911)
H (4.398284, -4.527801, -3.733591)
H (4.821238, -2.779680, -5.900104)
H (4.123699, -2.360219, -4.356397)
H (2.659665, -1.524660, -7.083699)
H (2.035021, -3.792952, -7.052283)
H (0.397147, -1.226604, -5.457490)
H (1.384768, -1.777851, -4.119182)
H (-1.079615, -2.677917, -4.459298)
H (0.292380, -5.094176, -5.572843)
H (-0.388167, -3.889641, -6.772140)
H (-1.396961, -4.655020, -5.563135)
C (-2.803201, -3.262698, -0.832173)
N (-2.402201, -2.004899, -0.216223)
C (-1.877806, -1.110217, -1.246833)
P (-3.447584, -1.160818, 0.861098)
O (-4.650461, -0.984445, -0.044798)
N (-4.245055, -2.134610, 2.075518)
C (-4.349139, -3.576132, 1.978268)
C (-5.527514, -1.584692, 2.510830)
N (-2.127885, -0.897736, 1.944836)
C (-1.014854, -1.790324, 2.166976)
C (-2.386438, 0.008877, 3.055433)
H (-2.033167, -3.597328, -1.531338)
H (-3.753547, -3.190358, -1.375115)
H (-2.877607, -4.061881, -0.096754)
H (-1.475679, -0.200165, -0.790513)
H (-2.657568, -0.816152, -1.961532)
H (-1.059387, -1.585756, -1.790193)
H (-4.922530, -3.897276, 1.096125)
H (-4.846121, -3.975504, 2.865449)
H (-3.366364, -4.049688, 1.960141)
H (-6.336718, -1.816861, 1.805872)
H (-5.472593, -0.498466, 2.605073)
H (-5.795210, -1.981336, 3.492797)
H (-1.335056, -2.793761, 2.468792)
H (-0.371484, -1.398162, 2.957958)
H (-0.382000, -1.875469, 1.285220)
H (-2.714578, -0.534465, 3.950938)
H (-3.163533, 0.729816, 2.792073)
H (-1.495469, 0.591553, 3.301866)
C (2.120676, 2.459569, 2.616619)
N (1.510318, 3.606271, 1.959175)
C (0.972650, 3.188094, 0.664425)
P (0.399601, 4.628916, 2.789485)
O (-0.631240, 3.594815, 3.193965)
N (0.868935, 5.100104, 4.406359)
C (1.896726, 4.408045, 5.157283)
C (-0.268099, 5.376400, 5.283340)
N (1.197178, 6.025828, 2.154990)
C (2.608068, 6.147643, 1.869707)
C (0.531848, 7.299459, 2.389330)
H (2.732057, 1.903624, 1.903243)
H (1.384904, 1.769580, 3.046720)
H (2.812905, 2.769598, 3.396618)
H (0.601595, 4.055133, 0.109871)
H (0.143647, 2.478659, 0.780898)
H (1.750382, 2.725827, 0.054232)
H (1.638007, 3.357014, 5.353059)
H (2.051391, 4.900511, 6.119886)
H (2.862592, 4.452628, 4.651962)
H (-0.709429, 4.456602, 5.688869)
H (-1.053538, 5.910407, 4.744890)
H (0.042174, 6.011387, 6.115960)
H (3.232912, 5.928590, 2.742302)
H (2.839414, 7.164695, 1.546194)
H (2.912259, 5.500012, 1.049794)
H (0.901355, 7.783843, 3.301849)
H (-0.546489, 7.158095, 2.493638)
H (0.675928, 7.979576, 1.546216)

Atoms 1-6, force components in eV/Å:
C -0.4 0.0 0.3
C 1.0 0.7 -0.5
F 0.0 -0.1 0.3
C 0.1 -0.8 0.2
Si 0.1 0.5 -0.1
C -0.2 -0.7 0.7

For the total energy, the calculation gives -69782.1166 eV. The value obtained for the orbital gap is 7.59 eV. For the relative energy (zero: lowest compared OMol25 entry of this formula, charge and spin), the calculation gives 82.3 kcal per mole. The SMILES is C[C@H](F)C[SiH2]C[C@@H](C)I.CN(C)P(=O)(N(C)C)N(C)C.CN(C)P(=O)(N(C)C)N(C)C. The value obtained for the maximum force is 0.12481 Eh/bohr.